Record 1
50
Properties=species:S:1:pos:R:3:forces:R:3 method="wB97M-V/def2-TZVPD" charge=-1 homo_ev=-5.3 gap_ev=7.556 lumo_energy_ha=0.083 spin_multiplicity=1 energy_ev=-61027.340
S -0.743 -0.483 0.025 0.100 -0.137 0.019
P -2.386 -4.531 -0.412 0.044 -0.256 -0.048
F -3.035 -3.721 0.886 -0.153 0.043 0.269
F -3.821 -4.118 -1.133 -0.129 -0.036 -0.150
F -2.751 -5.945 -1.183 -0.128 -0.013 -0.015
F -0.863 -4.807 -0.987 0.052 0.046 -0.106
F -1.947 -2.997 -0.880 0.204 0.202 -0.135
F -1.922 -5.524 0.821 0.006 0.118 0.107
O -5.332 -1.186 -0.301 0.046 0.311 0.025
O 4.813 -1.269 0.507 0.234 -0.021 0.129
N 1.477 1.353 0.972 -0.592 0.176 -0.373
C -3.757 0.672 -0.751 -0.583 -0.173 0.029
C -2.413 2.672 1.875 0.239 0.058 -0.065
C 4.541 -0.150 1.337 0.196 -0.038 0.019
C -3.429 0.639 0.750 0.277 -0.200 -0.321
C 1.044 -0.857 -1.998 0.537 0.336 0.192
C 1.734 0.694 -0.253 0.400 -0.138 -0.202
C 2.970 0.871 -0.892 -0.092 -0.210 -0.502
C -1.309 3.432 2.255 0.074 -0.447 -0.250
C 0.156 1.806 1.219 -0.280 0.475 0.372
C 4.039 1.788 -0.358 0.129 -0.270 0.264
C -0.034 3.004 1.920 0.042 -0.307 -0.174
C 0.787 -0.176 -0.807 -0.093 0.050 -0.017
C 2.276 -0.693 -2.625 0.091 0.226 0.345
C 3.226 0.166 -2.076 -0.621 -0.106 0.289
C -0.961 1.074 0.832 0.314 -0.187 -0.152
C -4.428 -0.617 -1.248 -0.071 -0.181 0.252
C -2.257 1.493 1.143 0.012 0.443 0.295
C 4.962 1.182 0.741 -0.310 0.150 0.096
H 0.835 3.575 2.225 0.057 0.074 0.026
H -4.322 0.927 1.290 -0.072 0.049 0.274
H 3.595 2.699 0.041 -0.092 0.185 -0.050
H 5.124 -0.297 2.246 0.020 -0.093 0.120
H -3.401 3.003 2.158 -0.149 -0.047 -0.025
H 5.980 1.088 0.370 0.134 -0.077 -0.099
H -4.850 -1.863 0.180 0.046 -0.281 0.007
H 2.096 2.139 1.100 0.271 -0.144 0.126
H 5.013 1.888 1.570 0.068 0.117 0.095
H 4.180 0.301 -2.567 0.101 0.048 -0.085
H -5.034 -0.391 -2.121 0.037 0.053 -0.261
H 0.309 -1.524 -2.419 -0.190 -0.065 0.087
H -3.684 -1.361 -1.523 0.136 -0.053 -0.005
H 3.491 -0.138 1.628 -0.161 0.007 -0.055
H -4.456 1.490 -0.930 0.108 0.246 -0.001
H -3.199 -0.387 1.041 -0.087 -0.151 0.057
H -1.422 4.344 2.819 -0.125 0.107 0.062
H -2.872 0.840 -1.355 0.193 0.106 -0.059
H 2.500 -1.230 -3.533 -0.027 -0.069 -0.095
H 4.827 -0.978 -0.406 -0.259 -0.029 -0.189
H 4.654 2.102 -1.196 0.050 0.101 -0.125


Record 2
87
Properties=species:S:1:pos:R:3:forces:R:3 method="wB97M-V/def2-TZVPD" charge=+1 homo_ev=-10.9 gap_ev=6.281 lumo_energy_ha=-0.171 spin_multiplicity=1 energy_ev=-88089.309
I 2.941 4.270 -1.339 -0.007 -1.538 0.250
Cl -0.020 0.170 -5.052 -0.089 0.563 1.379
P -0.356 -0.448 -3.057 -1.090 -1.881 -0.043
F -2.393 2.899 4.942 0.052 -0.029 0.070
F 9.039 -1.689 -1.858 -0.016 -0.008 0.005
F -2.436 -1.305 -0.316 -0.036 0.269 0.003
F -5.516 0.166 4.593 -0.173 -0.200 -0.032
F 4.437 0.082 -4.035 -0.123 -0.156 0.094
O -1.781 0.288 -2.582 1.891 0.583 -0.218
N 3.219 1.296 -0.387 -2.198 0.374 -1.678
C -4.612 2.633 2.098 0.208 0.194 -0.042
C -5.359 -3.452 -0.267 -0.004 0.147 0.189
C 8.829 0.499 -1.030 0.257 0.040 0.040
C 1.863 -0.640 -1.118 0.539 1.258 -0.368
C -5.451 -1.929 1.598 -0.012 -0.189 -0.197
C 2.920 -0.037 -0.320 -1.484 -0.568 -0.947
C -6.007 -2.972 0.865 -0.040 -0.003 0.020
C -2.536 4.243 3.014 0.223 0.120 0.096
C 6.653 1.520 -0.978 -0.140 -0.197 0.010
C -4.006 2.355 3.316 0.035 -0.215 0.180
C 8.021 1.587 -0.737 -0.146 -0.040 -0.001
C -7.628 -2.212 6.329 0.200 0.060 0.125
C 3.845 2.419 -6.737 0.184 0.064 0.137
C 1.097 0.240 -2.016 1.463 2.090 0.914
C 6.088 0.371 -1.525 0.564 0.080 0.300
C 5.819 3.084 -5.529 -0.204 -0.075 -0.065
C -3.614 -1.856 0.072 -0.937 -0.393 0.276
C -5.721 -1.681 7.702 -0.170 -0.045 -0.156
C -6.909 -2.375 7.507 -0.044 -0.056 0.043
C 2.509 2.160 -1.254 -0.711 -0.549 -0.433
C 1.589 -2.170 -0.928 -0.140 0.815 -0.112
C 8.260 -0.639 -1.571 -0.283 0.308 0.056
C 1.437 1.669 -2.094 1.267 -2.063 1.656
C -4.175 3.710 1.334 -0.044 -0.010 -0.120
C 1.541 -2.990 -2.279 0.555 -0.741 0.575
C 3.689 1.332 -5.887 -0.314 -0.201 -0.033
C -4.156 -2.887 -0.671 0.276 -0.051 -0.260
C 6.902 -0.715 -1.824 -0.226 -0.257 -0.129
C -7.160 -1.349 5.346 -0.074 0.068 -0.292
C 0.124 -3.546 0.810 -1.017 0.526 -0.405
C -5.974 -0.670 5.551 -0.276 -0.491 0.575
C -5.246 -0.827 6.715 0.259 0.176 -0.023
C 5.658 2.003 -4.671 0.127 -0.093 0.243
C 4.595 1.138 -4.864 0.155 0.604 -0.417
C 0.230 -2.251 -0.084 1.537 0.395 -0.030
C -3.137 4.513 1.791 -0.108 -0.203 0.051
C -4.243 -1.372 1.201 0.253 0.324 0.163
C -2.977 3.165 3.760 -0.261 0.155 -0.557
C 4.911 3.293 -6.559 -0.027 0.083 -0.072
H -0.596 -2.124 -0.818 0.617 -0.388 0.668
H 6.020 2.363 -0.744 -0.004 0.260 -0.012
H -0.282 -3.227 1.807 0.481 -0.566 -0.847
H 6.351 1.829 -3.858 0.030 -0.049 -0.017
H -5.957 -1.552 2.478 0.093 0.007 -0.027
H -4.318 -0.284 6.846 -0.043 0.018 -0.019
H -1.873 0.274 -1.608 -0.105 -0.099 -0.380
H 3.949 1.690 0.212 -0.217 -0.160 -0.310
H 5.034 4.138 -7.226 0.001 -0.060 0.037
H -0.643 -4.219 0.339 0.875 0.358 0.598
H -4.647 3.923 0.381 0.018 0.007 0.065
H 2.469 -3.623 -2.363 -0.857 0.650 0.089
H -2.794 5.350 1.194 -0.024 -0.015 0.071
H -5.791 -4.267 -0.836 0.050 0.062 0.000
H 0.682 -3.712 -2.196 0.710 0.842 -0.469
H -4.328 1.516 3.918 0.154 0.271 -0.077
H -6.947 -3.410 1.177 0.061 0.021 -0.027
H 6.652 3.762 -5.393 -0.036 -0.062 0.021
H -7.277 -3.044 8.275 0.025 0.047 -0.045
H 9.895 0.528 -0.839 -0.030 -0.029 -0.039
H 3.135 2.585 -7.539 0.034 -0.054 0.042
H 1.506 -2.372 -3.204 -0.234 -0.517 0.794
H 8.455 2.486 -0.317 0.001 -0.068 -0.020
H -5.163 -1.806 8.622 -0.004 0.024 -0.070
H 2.869 0.636 -6.016 0.041 -0.003 0.018
H 0.857 2.312 -2.792 0.770 -0.332 0.779
H -7.710 -1.202 4.424 0.012 0.025 0.030
H 1.092 -4.092 0.935 -0.811 0.546 -0.113
H -8.552 -2.755 6.176 0.041 0.060 -0.017
H 3.484 -0.684 0.393 -0.327 0.894 -0.688
H -5.425 2.009 1.743 0.036 0.011 0.053
H -3.641 -3.242 -1.556 -0.007 0.020 0.020
H -1.732 4.863 3.390 -0.030 -0.030 0.026
H 5.027 0.328 -1.713 0.156 -0.112 -0.226
H -3.789 -0.564 1.763 -0.022 0.002 -0.020
H 0.240 -1.321 0.555 -0.246 -1.026 -0.398
H 2.456 -2.566 -0.331 -0.916 0.385 -0.300
H 6.488 -1.618 -2.256 0.057 0.017 -0.011


Record 3
99
Properties=species:S:1:pos:R:3:forces:R:3 method="wB97M-V/def2-TZVPD" charge=+1 homo_ev=-12.5 gap_ev=8.128 relative_energy_kj_mol=352.3 lumo_energy_ha=-0.161 spin_multiplicity=1 energy_ev=-168300.020
As -0.231 0.437 0.269 0.003 -0.932 0.690
Ca -1.505 4.257 0.504 -0.107 -2.073 -0.271
F 1.403 1.037 0.246 -0.430 -0.032 -0.044
F -0.245 0.641 2.006 -0.107 -0.005 -0.715
F -1.912 -0.088 0.315 0.782 0.265 -0.220
F 0.292 -1.213 0.402 -0.071 0.413 0.094
F -0.157 0.282 -1.463 -0.326 0.344 0.116
F -0.862 2.094 0.070 0.220 0.045 0.250
O -3.765 -4.846 -2.878 0.364 -0.221 -0.265
O -2.860 -2.813 -2.961 0.246 0.361 -0.489
O -1.658 3.662 -1.703 -0.031 1.065 0.219
O 2.582 -1.536 4.742 -0.287 0.696 -0.789
O 5.284 2.276 -2.338 0.307 -0.049 -0.007
O -5.455 -1.169 4.647 -0.139 0.182 -0.224
O -1.597 -4.526 -2.393 0.914 -0.853 0.488
O -2.411 2.376 -3.361 -0.754 0.120 0.446
O 3.631 1.801 -3.715 -1.012 -0.227 -0.412
O -0.318 2.998 -3.375 0.075 1.177 0.396
O 2.776 3.116 1.993 -1.085 -0.478 -0.828
O 5.523 2.683 -4.537 -0.134 -0.056 -0.035
O -4.772 1.595 -0.971 0.045 0.407 -0.036
O 2.362 -3.634 4.052 0.254 0.125 -0.196
O -3.620 2.912 0.404 0.809 1.350 0.523
O -4.519 0.996 1.129 -0.351 0.825 0.224
O -4.345 -2.110 2.935 -0.214 0.022 -0.841
O 0.607 3.733 1.827 -0.798 0.325 -0.887
O 2.218 -3.111 6.255 -0.088 -0.384 -0.453
O 1.933 4.550 3.413 -0.559 0.247 0.220
O -3.220 -1.464 4.729 -0.686 0.300 -0.641
C -1.086 -2.424 4.423 0.320 -0.165 -0.716
C 2.361 -2.810 5.110 0.187 -0.194 1.404
C -1.609 -2.239 -2.669 1.119 0.300 2.249
C 3.865 3.407 2.844 1.270 0.716 1.634
C -2.797 -4.163 -2.778 -1.684 0.445 0.217
C -5.482 0.323 -0.901 0.271 0.207 0.372
C -2.232 -1.729 3.713 0.787 0.051 1.350
C 2.732 -2.865 2.875 -0.424 -0.818 -0.274
C -0.513 2.447 -4.693 0.058 -1.448 -0.055
C 2.879 -0.181 -2.573 -0.443 -0.283 0.044
C 0.602 -3.632 -2.682 -1.767 -0.131 -0.245
C 4.870 2.280 -3.633 0.638 0.374 0.435
C 4.294 1.723 -1.499 -1.285 -0.151 -0.352
C -1.853 1.710 -4.483 0.677 0.399 -1.703
C -4.444 -1.522 4.138 0.354 -0.238 1.020
C 1.957 -3.409 1.707 -1.071 0.652 -0.458
C -1.482 3.082 -2.750 0.587 -1.034 -0.513
C 1.691 3.781 2.355 0.899 0.388 1.040
C -4.287 1.924 0.209 0.152 -1.526 -0.204
C 3.285 4.402 3.875 0.141 -0.048 -0.493
C -5.363 -0.033 0.589 0.166 -0.599 -0.271
C 2.373 -1.468 3.332 0.430 0.509 -0.708
C 0.680 1.545 -4.998 -0.399 0.842 0.801
C -3.004 -2.581 2.728 -0.184 0.277 0.407
C -0.783 -3.402 -2.036 0.754 0.199 -1.532
C 5.018 3.968 2.041 -0.203 -0.945 -0.583
C 3.151 1.296 -2.459 0.703 -0.291 0.210
C -4.851 -0.687 -1.819 -0.051 0.175 -0.102
H 2.574 -0.596 -1.610 0.171 0.133 0.120
H 1.349 -1.193 3.072 -0.159 -0.206 0.306
H 2.220 1.787 -2.178 0.027 0.251 -0.239
H 0.812 -4.683 -2.498 0.719 0.179 0.211
H -1.774 0.631 -4.358 0.056 0.080 0.542
H -5.369 -1.634 -1.665 -0.083 -0.011 -0.409
H -2.435 1.902 -5.384 -0.504 -0.112 0.353
H 3.313 4.008 4.888 -0.329 -0.010 -0.013
H 0.821 0.963 -4.085 -0.098 -0.384 -0.349
H 0.419 -3.543 -3.755 0.346 0.039 -0.073
H 2.019 -4.486 1.584 0.412 0.017 0.026
H -1.102 -1.703 -3.473 -0.267 -0.529 -0.486
H -1.684 -1.521 -1.849 -0.553 0.268 -0.292
H 1.582 2.150 -5.086 -0.026 -0.091 -0.377
H 3.782 5.370 3.868 -0.142 0.048 -0.143
H -2.990 -3.633 3.018 0.187 -0.043 -0.246
H 4.676 4.842 1.485 0.279 0.235 0.214
H 3.846 2.488 -0.868 0.559 0.052 0.444
H 0.894 -3.165 1.800 0.015 -0.160 0.341
H -0.649 3.237 -5.433 0.171 0.268 0.275
H -3.797 -0.880 -1.615 -0.066 0.272 0.331
H 5.313 3.222 1.300 -0.041 0.005 -0.098
H -0.729 -1.943 5.332 -0.404 0.255 0.018
H 4.672 0.870 -0.941 0.188 0.143 0.141
H 3.795 -3.003 2.661 0.092 0.119 0.469
H 2.007 -0.315 -3.215 0.214 -0.205 -0.135
H -0.691 -3.360 -0.951 -0.301 0.136 0.023
H -1.389 -3.443 4.657 0.219 -0.047 0.084
H -4.920 -0.326 -2.846 -0.175 -0.363 -0.074
H -6.324 -0.097 1.093 0.108 0.366 0.230
H 1.342 -2.902 -2.371 0.177 -0.205 0.215
H -0.226 -2.428 3.749 -0.055 -0.374 -0.036
H -4.836 -0.971 0.754 -0.072 -0.008 -0.090
H -2.710 -2.410 1.696 -0.069 -0.142 -0.044
H 0.501 0.934 -5.877 0.115 -0.069 -0.012
H 4.135 2.536 3.446 0.035 -0.364 -0.719
H -1.911 -0.769 3.303 -0.126 -0.060 -0.179
H 2.989 -0.689 2.881 0.271 -0.090 0.244
H 2.208 -2.877 0.786 0.450 -0.263 -0.014
H 5.919 4.126 2.630 -0.223 0.393 0.221
H -6.499 0.584 -1.185 -0.068 -0.300 -0.054
H 3.713 -0.762 -2.967 0.107 0.151 -0.010